(1)
ORCA calculation (ωB97M-V/def2-TZVPD) on C16H23AlF2PS as an isolated structure at a distorted geometry.

```
44
C16H23AlF2PS, DFT ωB97M-V/def2-TZVPD
C 0.847 2.313 6.335
C -0.591 1.814 6.252
C -1.022 1.388 4.833
C -1.180 -0.159 4.672
Al 0.181 -1.045 3.456
P 2.230 0.141 3.298
S 2.198 1.870 2.323
H 1.007 3.177 5.695
H 1.561 1.543 6.048
H 1.077 2.582 7.368
H -0.715 0.989 6.951
H -1.236 2.632 6.577
H -0.304 1.776 4.113
H -1.987 1.855 4.637
H -1.232 -0.636 5.649
H -2.145 -0.327 4.192
H 0.580 -2.497 4.077
H -0.483 -1.280 2.018
H 2.820 0.329 4.572
H 3.151 -0.719 2.648
F 1.198 -2.917 0.622
C 0.763 -2.827 -0.640
C 1.073 -3.840 -1.528
C 0.623 -3.747 -2.836
C -0.120 -2.647 -3.241
C -0.418 -1.637 -2.333
C 0.022 -1.724 -1.020
H 1.659 -4.685 -1.191
H 0.854 -4.536 -3.541
H -0.463 -2.581 -4.266
H -0.993 -0.776 -2.644
H -0.201 -0.957 -0.291
F -1.955 1.448 -3.676
C -1.341 1.438 -4.873
C -0.996 2.640 -5.459
C -0.362 2.623 -6.692
C -0.089 1.416 -7.323
C -0.447 0.221 -6.715
C -1.075 0.227 -5.479
H -1.221 3.568 -4.951
H -0.079 3.555 -7.161
H 0.405 1.409 -8.285
H -0.237 -0.721 -7.203
H -1.355 -0.693 -4.987
```

Values from the calculation:
E_HOMO = -4.1 eV
Strongest force on any atom = 1.57 eV/A
Net charge = -1
E_LUMO = 2.41 eV



(2)
ORCA calculation (ωB97M-V/def2-TZVPD) on C16H23Cl2CuIO4S as an isolated structure at a distorted geometry.

```
48
C16H23Cl2CuIO4S, DFT ωB97M-V/def2-TZVPD
C 1.721 -2.363 1.991
C 1.287 -1.282 2.693
C 0.149 -0.349 2.348
C -0.420 -0.463 0.919
C -1.632 0.473 0.789
C -2.825 0.214 1.674
C -4.111 0.063 0.852
C -4.074 -0.698 -0.426
O -4.244 0.821 -0.333
O -1.157 1.818 1.159
S -0.251 2.457 0.052
O -0.996 2.503 -1.212
O 0.180 3.716 0.551
C 1.128 1.329 -0.060
C 2.142 1.755 -1.085
Cl 1.653 2.018 -2.724
C 3.416 1.974 -0.752
C 4.509 2.450 -1.649
Cl 3.948 1.729 0.882
C 0.601 -0.153 -0.199
C 0.068 -0.493 -1.602
C -0.523 -1.903 -1.738
C 0.437 -3.034 -1.396
I 2.261 -2.974 -2.487
H 2.754 -2.390 1.646
H 1.134 -3.257 1.790
H 1.778 -1.056 3.641
H -0.667 -0.500 3.071
H 0.516 0.656 2.563
H -0.810 -1.480 0.819
H -1.875 0.546 -0.270
H -3.046 1.128 2.234
H -2.725 -0.646 2.332
H -5.026 -0.053 1.422
H -3.254 -0.670 -1.127
H -5.003 -1.203 -0.660
H 1.586 1.384 0.926
H 4.876 3.420 -1.311
H 5.346 1.754 -1.563
H 4.176 2.488 -2.680
H 1.497 -0.762 -0.063
H 0.864 -0.434 -2.340
H -0.703 0.211 -1.925
H -0.778 -2.006 -2.799
H -1.470 -2.031 -1.206
H -0.022 -4.003 -1.571
H 0.707 -2.993 -0.342
Cu -3.123 2.289 -0.837
```

Values from the calculation:
E_HOMO = -10.9 eV
Strongest force on any atom = 2.53 eV/A
Net charge = +1
E_LUMO = -3.69 eV



(3)
ORCA calculation (ωB97M-V/def2-TZVPD) on an isolated ion of composition C16H23Cl2FN5O3S2 and charge +1 at a distorted geometry.

```
52
C16H23Cl2FN5O3S2, DFT ωB97M-V/def2-TZVPD
C 1.195 -1.214 2.983
C 2.345 -2.253 2.394
Cl 2.737 -3.741 3.486
C 3.032 -2.081 1.063
Cl 4.285 -3.360 0.489
N 2.664 -0.896 0.198
C 1.606 -0.824 -0.879
N 0.724 -1.768 -1.346
F 0.669 -3.018 -0.827
C -0.237 -1.331 -2.441
C -1.172 -2.531 -3.051
C -2.405 -1.819 -3.864
S -4.017 -1.692 -2.924
C -3.782 -1.108 -1.161
S -2.997 -2.221 -0.087
N -4.301 0.248 -0.742
C -5.065 0.218 0.560
C -4.157 0.403 1.912
O -2.743 0.740 1.673
C -2.739 1.847 0.703
C -3.248 1.331 -0.793
N 1.548 0.555 -1.499
C 2.626 1.307 -0.751
N 3.252 0.388 0.279
C 4.333 0.915 1.197
C 5.047 2.309 0.693
C 4.195 3.677 1.112
O 4.555 4.910 0.661
O 2.963 3.644 1.959
H 0.829 -0.440 2.171
H 1.570 -0.604 3.927
H 0.256 -1.829 3.355
H 0.319 -0.838 -3.374
H -0.985 -0.562 -1.919
H -0.507 -3.095 -3.862
H -1.495 -3.353 -2.279
H -2.014 -0.772 -4.264
H -2.617 -2.484 -4.832
H -5.718 -0.771 0.546
H -5.836 1.124 0.546
H -4.672 1.132 2.705
H -4.151 -0.661 2.453
H -3.456 2.709 1.111
H -1.656 2.316 0.687
H -3.778 2.285 -1.277
H -2.330 1.099 -1.492
H 2.818 2.451 -0.993
H 5.132 0.065 1.409
H 3.843 1.154 2.254
H 6.083 2.408 1.267
H 5.275 2.252 -0.462
H 2.177 3.779 1.324
```

Values from the calculation:
E_HOMO = -10.7 eV
SMILES string = C/C(Cl)=C(/Cl)[n+]1c(N(F)CCCSC(=S)N2CCOCC2)ncn1CCC(=O)O
Strongest force on any atom = 9.52 eV/A
Net charge = +1
E_LUMO = -4.13 eV



(4)
ORCA calculation (ωB97M-V/def2-TZVPD) on C16H23GaN6O7 as an isolated structure at a distorted geometry.

```
53
C16H23GaN6O7, DFT ωB97M-V/def2-TZVPD
Ga 0.391 -0.257 -0.097
O 6.274 -0.730 -0.046
C 4.954 -0.630 -0.115
C 4.254 -0.575 -1.337
C 2.889 -0.453 -1.266
N 2.302 -0.366 -0.086
C 2.910 -0.513 1.081
C 4.272 -0.641 1.123
C 1.881 -0.646 2.194
O 2.167 -0.791 3.338
O 0.597 -0.620 1.734
C 1.850 -0.548 -2.375
O 2.141 -0.664 -3.521
O 0.572 -0.556 -1.911
H 6.696 -0.713 -0.916
H 4.758 -0.652 -2.292
H 4.817 -0.766 2.048
O -2.012 -2.391 1.058
N -1.296 -2.051 0.304
C -2.529 5.339 -1.278
C -2.839 5.184 0.208
C -4.062 4.300 0.441
C -1.608 4.734 0.989
N -1.121 3.389 0.579
C -1.676 2.197 0.734
N -0.883 1.307 0.167
N 0.188 2.019 -0.310
N 0.048 3.254 -0.060
H -3.409 5.694 -1.813
H -2.241 4.385 -1.730
H -1.723 6.053 -1.450
H -3.056 6.173 0.623
H -4.003 3.369 -0.132
H -4.958 4.812 0.093
H -4.213 4.069 1.498
H -1.791 4.695 2.062
H -0.768 5.398 0.800
H -2.608 2.009 1.237
C -1.635 -4.680 -1.643
C -0.529 -3.657 -1.604
O -0.098 -3.280 -0.227
C 0.340 -4.385 0.672
C -0.045 -4.173 2.119
H -2.042 -4.680 -2.655
H -2.457 -4.444 -0.964
H -1.290 -5.690 -1.434
H -0.810 -2.708 -2.062
H 0.383 -3.990 -2.098
H 1.423 -4.381 0.557
H -0.064 -5.308 0.270
H 0.195 -3.169 2.472
H 0.554 -4.871 2.704
H -1.090 -4.402 2.321
```

Values from the calculation:
E_HOMO = -15.9 eV
Strongest force on any atom = 1.10 eV/A
Net charge = +2
E_LUMO = -9.33 eV



(5)
ORCA calculation (ωB97M-V/def2-TZVPD) on C16H23InN2O4S2 as an isolated structure at a distorted geometry.

```
48
C16H23InN2O4S2, DFT ωB97M-V/def2-TZVPD
In 0.293 0.789 0.374
C -0.734 5.275 -0.279
C -0.470 3.825 0.244
S -0.380 2.568 -1.018
C -0.200 3.659 1.568
C -0.214 4.822 2.625
S 0.305 2.127 2.351
H -0.740 5.957 0.584
H -1.698 5.345 -0.741
H 0.122 5.500 -0.957
H -1.152 4.958 3.129
H 0.205 5.689 2.037
H 0.479 4.569 3.435
C -3.970 0.917 0.855
C -3.879 -0.070 -0.420
C -4.877 0.343 -1.393
C -4.130 -1.512 0.001
N -2.539 -0.081 -1.001
N -1.538 -0.628 -0.111
H -4.865 0.758 1.355
H -3.998 1.959 0.574
H -3.087 0.809 1.535
H -5.881 0.282 -1.004
H -4.699 -0.409 -2.167
H -4.709 1.294 -1.836
H -5.198 -1.707 0.179
H -3.632 -1.876 0.887
H -3.833 -2.162 -0.841
H -2.210 0.833 -1.194
H -1.190 -1.562 -0.470
H -1.964 -0.765 0.793
O 1.804 -0.246 -0.818
C 1.744 -1.329 -0.121
O 0.891 -1.451 0.792
C 2.737 -2.361 -0.323
C 2.835 -3.463 0.526
C 3.870 -4.381 0.492
C 4.924 -3.954 -0.296
O 6.137 -4.485 -0.389
C 6.789 -3.890 -1.552
O 6.033 -2.716 -1.758
C 4.819 -2.855 -1.176
C 3.673 -2.059 -1.285
H 2.009 -3.640 1.259
H 3.973 -5.335 1.048
H 6.695 -4.576 -2.376
H 7.782 -3.590 -1.274
H 3.668 -1.177 -1.843
```

Values from the calculation:
E_HOMO = -7.4 eV
Strongest force on any atom = 4.12 eV/A
E_LUMO = 0.35 eV